168
Properties=species:S:1:pos:R:3:lowdin_charge:R:1 method="wB97M-V/def2-TZVPD" lumo_ev=0.10 homo_energy_ev=-8.815 total_charge=0 e_above_lowest_kcal_mol=117.5 homo_lumo_gap_ev=8.91
C -4.119 -3.614 -0.044 -0.0993
C -3.538 -4.433 -1.205 -0.2445
C -2.367 -3.696 -1.868 -0.1961
C -2.809 -2.433 -2.476 -0.2093
N -3.171 -1.434 -2.908 0.1891
H -4.405 -2.590 -0.282 0.0682
H -3.341 -3.590 0.725 0.0689
H -5.009 -4.083 0.376 0.0747
H -4.301 -4.582 -1.974 0.1104
H -3.291 -5.403 -0.775 0.1034
H -1.906 -4.314 -2.632 0.0962
H -1.654 -3.410 -1.091 0.0960
C -0.313 1.187 -4.784 -0.0978
C -0.705 -0.062 -3.994 -0.2595
C -0.097 -1.383 -4.489 -0.1711
C 1.350 -1.288 -4.755 -0.2336
N 2.478 -1.217 -4.963 0.1651
H 0.739 1.165 -5.063 0.0721
H -0.512 2.061 -4.162 -0.0162
H -0.946 1.306 -5.666 0.0765
H -1.789 -0.191 -4.022 0.0703
H -0.445 0.123 -2.949 0.0466
H -0.540 -1.644 -5.455 0.1257
H -0.354 -2.172 -3.784 0.0642
C 4.611 0.238 1.768 -0.1019
C 4.224 1.077 2.965 -0.2680
C 5.208 1.062 4.146 -0.1684
C 5.369 -0.305 4.659 -0.2250
N 5.442 -1.384 5.043 0.1555
H 4.873 -0.781 2.063 0.0677
H 5.525 0.666 1.344 0.0761
H 3.873 0.245 0.969 0.0589
H 3.229 0.854 3.364 0.0918
H 4.140 2.124 2.652 0.1018
H 4.871 1.728 4.940 0.1052
H 6.205 1.410 3.868 0.1259
C -4.969 0.917 4.391 -0.0986
C -3.594 1.402 4.864 -0.2436
C -2.510 1.374 3.784 -0.1966
C -2.381 0.057 3.141 -0.2248
N -2.311 -0.929 2.557 0.1671
H -5.223 1.443 3.469 0.0456
H -5.707 1.242 5.127 0.0731
H -5.066 -0.159 4.271 0.0741
H -3.226 0.806 5.703 0.1093
H -3.715 2.404 5.275 0.1081
H -1.525 1.550 4.225 0.0735
H -2.637 2.115 2.994 0.0964
C 0.815 -6.584 2.684 -0.1668
C -0.345 -6.305 1.733 -0.2235
C 0.126 -5.817 0.359 -0.1924
C 1.106 -6.663 -0.331 -0.2154
N 1.899 -7.307 -0.855 0.1748
H 1.353 -7.501 2.441 0.0846
H 0.393 -6.731 3.680 0.0725
H 1.540 -5.773 2.730 -0.0657
H -0.979 -5.503 2.124 0.1008
H -1.044 -7.137 1.625 0.1056
H 0.618 -4.848 0.496 0.0897
H -0.747 -5.586 -0.254 0.0917
C 3.893 -3.238 -0.830 -0.0746
C 3.736 -4.671 -1.351 -0.2509
C 3.970 -5.743 -0.294 -0.1830
C 3.108 -5.629 0.880 -0.1153
N 2.402 -5.477 1.773 0.1393
H 4.640 -3.196 -0.035 0.0802
H 2.959 -2.885 -0.389 0.0201
H 4.174 -2.567 -1.640 0.0819
H 4.437 -4.833 -2.172 0.0996
H 2.765 -4.759 -1.839 0.0445
H 4.981 -5.637 0.119 0.1280
H 3.921 -6.744 -0.721 0.0899
C -1.902 5.033 0.121 -0.1126
C -2.343 6.381 0.682 -0.2469
C -1.580 7.598 0.149 -0.1737
C -0.128 7.409 0.377 -0.2316
N 0.991 7.257 0.581 0.1556
H -2.529 4.664 -0.690 0.0486
H -1.901 4.280 0.909 0.0489
H -0.890 5.019 -0.293 0.0469
H -2.434 6.387 1.766 0.1102
H -3.374 6.526 0.336 0.1018
H -1.882 8.514 0.654 0.1164
H -1.733 7.725 -0.923 0.1154
C -2.591 3.937 -6.152 -0.1020
C -2.061 5.017 -5.211 -0.2459
C -0.913 4.613 -4.293 -0.1673
C -1.258 3.489 -3.416 -0.2364
N -1.511 2.653 -2.672 0.2279
H -1.772 3.533 -6.764 0.0750
H -3.292 4.342 -6.875 0.0736
H -2.904 3.024 -5.641 0.0705
H -2.878 5.461 -4.642 0.1110
H -1.650 5.806 -5.846 0.1120
H -0.582 5.456 -3.686 0.1193
H -0.037 4.281 -4.855 0.1222
C -4.351 1.943 0.373 -0.0928
C -4.966 3.196 -0.256 -0.2508
C -6.504 3.127 -0.353 -0.1774
C -7.104 2.970 0.971 -0.2407
N -7.574 2.839 2.008 0.1531
H -4.451 1.058 -0.259 0.0809
H -4.883 1.705 1.300 0.0490
H -3.297 2.041 0.631 0.0396
H -4.480 3.273 -1.229 0.0975
H -4.734 4.066 0.361 0.0985
H -6.760 2.275 -0.983 0.1216
H -6.906 4.042 -0.787 0.1159
C 0.373 4.557 3.499 -0.0914
C 1.309 3.378 3.678 -0.2695
C 1.926 3.159 5.066 -0.1911
C 2.437 4.413 5.646 -0.2384
N 2.845 5.369 6.136 0.1398
H -0.666 4.239 3.658 0.0632
H 0.370 4.831 2.445 0.0551
H 0.537 5.370 4.203 0.0709
H 2.168 3.482 3.003 0.0944
H 0.836 2.454 3.338 0.0747
H 2.753 2.452 5.083 0.0805
H 1.186 2.782 5.777 0.0998
C 2.193 4.263 -2.885 -0.0905
C 1.760 4.035 -1.433 -0.2466
C 2.414 2.782 -0.837 -0.1930
C 3.857 2.908 -0.691 -0.2346
N 4.996 2.997 -0.564 0.1562
H 1.801 5.206 -3.260 0.0654
H 1.840 3.395 -3.451 0.0669
H 3.279 4.246 -2.996 0.0766
H 0.678 3.898 -1.383 0.0651
H 1.971 4.899 -0.799 0.0989
H 2.175 1.884 -1.413 0.1120
H 1.956 2.593 0.139 0.0884
C 0.916 -1.611 0.212 -0.0725
C 0.219 -0.976 -0.982 -0.2471
C -0.993 -0.112 -0.668 -0.1910
C -0.720 1.042 0.198 -0.2115
N -0.483 1.940 0.876 0.1990
H 1.340 -0.860 0.879 0.0773
H 1.711 -2.261 -0.163 0.0240
H 0.234 -2.271 0.751 0.0648
H -0.044 -1.759 -1.699 0.0610
H 0.922 -0.365 -1.561 0.1065
H -1.771 -0.604 -0.071 0.1014
H -1.413 0.254 -1.605 0.0580
C 3.187 -4.602 -4.792 -0.1145
C 1.869 -4.902 -5.494 -0.2358
C 0.916 -5.627 -4.541 -0.1570
C 0.756 -4.826 -3.338 -0.2028
N 0.752 -4.121 -2.437 0.2247
H 3.078 -3.740 -4.130 0.0451
H 3.962 -4.289 -5.493 0.0818
H 3.583 -5.409 -4.178 0.0701
H 2.014 -5.496 -6.396 0.1117
H 1.431 -3.962 -5.832 0.0954
H 1.302 -6.607 -4.254 0.1273
H -0.028 -5.778 -5.069 0.1210
C 0.632 -2.994 3.546 -0.0958
C 1.988 -2.436 4.011 -0.2349
C 1.888 -1.811 5.406 -0.1740
C 1.012 -0.635 5.401 -0.1926
N 0.334 0.286 5.382 0.1835
H 0.069 -3.451 4.361 0.0848
H 0.718 -3.728 2.745 0.0375
H 0.020 -2.194 3.126 0.0387
H 2.325 -1.712 3.268 0.0912
H 2.756 -3.208 4.048 0.1060
H 2.880 -1.523 5.756 0.0904
H 1.427 -2.510 6.107 0.1233